Run w
Molecular formula: C31H32BIrN5O2PS6Sb
Method: DFT, the ωB97M-V functional and the def2-TZVPD basis

Results
**HOMO-LUMO gap (alpha / beta)**: 4.10 / 4.68 eV
**2S+1**: 2
**HOMO level (alpha / beta)**: -0.4 / -1.0 eV
**Charge**: -2
**LUMO level (alpha / beta)**: 3.66 / 3.66 eV

Each line ends with the Löwdin spin population.
Geometry (Å):
Ir: 1.5635 0.6234 0.3940  0.745
S: 5.1518 1.4628 4.0515  -0.001
Sb: 3.8180 0.0452 2.8494  0.007
S: 1.5294 0.6698 2.7329  -0.004
S: 3.9033 0.5141 0.5098  0.015
S: 4.0718 -2.1842 3.3387  0.000
C: 3.9035 3.7807 1.5118  0.002
N: 3.5402 3.9778 0.1142  0.014
C: 4.3896 4.4267 -0.8679  0.005
C: 3.6667 4.4939 -2.0071  0.003
N: 2.3795 4.0896 -1.7244  0.015
B: 1.2325 4.2027 -2.7600  0.003
N: 0.2216 2.9910 -2.6960  0.000
C: -1.1118 3.1778 -2.9599  0.000
C: -1.7257 1.9713 -2.9714  0.000
N: -0.7400 1.0466 -2.7141  0.000
C: -0.8796 -0.3936 -2.6663  0.000
C: 0.4416 1.6789 -2.5198  0.000
S: 1.8824 0.8385 -2.0989  0.003
C: 2.3051 3.7914 -0.4062  0.023
S: 0.9624 3.1987 0.4559  0.081
H: 4.7106 3.0586 1.6005  0.001
H: 3.0379 3.3776 2.0322  0.000
H: 4.1918 4.7393 1.9474  0.001
H: 5.4310 4.6043 -0.6740  0.001
H: 3.9593 4.7525 -3.0066  0.000
H: 1.7558 4.2331 -3.8655  0.000
H: 0.5523 5.2000 -2.5667  0.001
H: -1.5106 4.1648 -3.0954  0.000
H: -2.7521 1.6898 -3.1165  0.000
H: -1.9105 -0.6471 -2.9122  0.000
H: -0.6171 -0.7479 -1.6725  0.000
H: -0.1964 -0.8426 -3.3883  0.000
O: -0.6876 0.1340 0.5220  0.005
P: -1.6892 -0.7282 1.1918  0.002
C: -1.1477 -2.2647 1.9433  0.000
C: -2.0840 -3.2180 2.3572  0.000
C: -1.6616 -4.3674 3.0013  0.000
C: -0.2998 -4.5613 3.2363  0.000
C: 0.6284 -3.6216 2.8310  0.000
C: 0.2083 -2.4647 2.1757  0.002
C: -2.4964 0.2277 2.4991  0.000
C: -1.7670 1.3168 2.9679  0.000
C: -2.2796 2.0849 4.0088  0.000
C: -3.5078 1.7696 4.5644  0.000
C: -4.2403 0.6849 4.0929  0.000
C: -3.7308 -0.0880 3.0593  0.000
C: -3.0042 -1.1988 0.0250  0.000
C: -3.9776 -0.2653 -0.3188  0.000
C: -4.8791 -0.5355 -1.3412  0.000
C: -4.8003 -1.7373 -2.0312  0.000
C: -3.8260 -2.6681 -1.7035  0.000
C: -2.9278 -2.3981 -0.6768  0.000
H: -3.1430 -3.0688 2.1802  0.000
H: -2.3859 -5.1069 3.3188  0.000
H: 0.0318 -5.4585 3.7459  0.000
H: 1.6904 -3.7330 3.0147  0.000
H: 0.9420 -1.7290 1.8729  0.004
H: -0.8041 1.5504 2.5301  0.000
H: -1.7047 2.9239 4.3779  0.000
H: -3.9036 2.3728 5.3734  0.000
H: -5.2006 0.4408 4.5303  0.000
H: -4.3018 -0.9341 2.6933  0.000
H: -4.0251 0.6829 0.2041  0.000
H: -5.6332 0.1966 -1.6017  0.000
H: -5.4976 -1.9454 -2.8341  0.000
H: -3.7557 -3.6014 -2.2477  0.000
H: -2.1608 -3.1198 -0.4221  0.000
O: 1.4805 -1.9564 -0.2722  0.019
N: 2.0122 -2.3923 -1.3524  0.005
C: 1.2488 -2.9466 -2.3340  0.014
C: 1.8085 -3.3741 -3.5179  0.000
C: 3.1727 -3.2402 -3.7278  0.015
C: 3.9358 -2.6825 -2.7159  0.000
C: 3.3588 -2.2682 -1.5318  0.015
H: 0.1979 -2.9915 -2.0925  0.001
H: 1.1577 -3.8012 -4.2693  0.000
H: 3.6244 -3.5599 -4.6566  0.001
H: 5.0033 -2.5451 -2.8244  0.000
H: 3.8638 -1.7988 -0.6948  0.002

Run x
Molecular formula: C31H32BIrN5O2PS6Sb
Method: DFT, the ωB97M-V functional and the def2-TZVPD basis

Results
**HOMO-LUMO gap (alpha / beta)**: 4.49 / 4.67 eV
**2S+1**: 2
**HOMO level (alpha / beta)**: -0.5 / -0.7 eV
**Charge**: -2
**LUMO level (alpha / beta)**: 3.94 / 3.94 eV

Each line ends with the Löwdin spin population.
Geometry (Å):
Ir: 1.2693 -1.0982 0.2402  0.769
S: 4.7942 -1.9587 3.2855  0.007
Sb: 3.3617 -0.2365 2.8555  0.001
S: 1.1699 -1.3693 2.4494  0.092
S: 2.9986 0.3254 0.5555  -0.014
S: 4.0400 1.7009 3.8613  -0.006
C: -2.6172 -1.5231 -1.3228  0.001
N: -1.7347 -1.9829 -2.3732  0.005
C: -1.9405 -3.0664 -3.1944  0.001
C: -0.8328 -3.1739 -3.9642  0.001
N: 0.0406 -2.1686 -3.6205  0.006
B: 1.3448 -1.9446 -4.4761  0.002
N: 2.4465 -1.1372 -3.7559  0.010
C: 3.1081 -0.0821 -4.3470  0.002
C: 4.2309 0.1712 -3.6395  0.003
N: 4.2545 -0.7336 -2.5997  0.011
C: 5.3386 -0.9401 -1.6562  0.001
C: 3.1481 -1.5132 -2.6633  0.016
S: 2.7613 -2.7027 -1.5219  0.049
C: -0.5070 -1.4497 -2.6237  0.008
S: 0.0844 -0.0840 -1.7795  0.012
H: -3.3652 -2.2946 -1.1411  0.000
H: -3.1034 -0.5877 -1.6073  0.000
H: -2.0336 -1.3585 -0.4211  0.000
H: -2.8433 -3.6504 -3.1604  0.000
H: -0.5836 -3.8841 -4.7327  0.000
H: 1.7553 -3.0574 -4.7505  0.001
H: 1.0447 -1.3185 -5.4791  0.000
H: 2.7124 0.4007 -5.2219  0.000
H: 4.9866 0.9278 -3.7514  0.000
H: 6.0731 -0.1500 -1.8046  0.000
H: 5.7922 -1.9176 -1.8277  0.001
H: 4.9538 -0.8960 -0.6382  0.000
O: 0.2873 1.7774 0.6999  0.008
P: -0.9016 2.4522 1.2413  0.001
C: -1.5955 1.6441 2.6976  0.000
C: -1.5683 2.2070 3.9679  0.000
C: -1.9672 1.4614 5.0698  0.000
C: -2.3872 0.1508 4.9031  0.001
C: -2.4099 -0.4196 3.6367  0.001
C: -2.0038 0.3188 2.5392  0.002
C: -0.5428 4.1676 1.7000  0.000
C: -1.5190 5.1250 1.9636  0.000
C: -1.1500 6.4339 2.2324  0.000
C: 0.1964 6.7845 2.2318  0.000
C: 1.1685 5.8345 1.9580  0.000
C: 0.8032 4.5214 1.6841  0.000
C: -2.2606 2.5375 0.0346  0.000
C: -1.9077 2.9410 -1.2531  0.000
C: -2.8626 2.9954 -2.2545  0.000
C: -4.1785 2.6430 -1.9798  0.000
C: -4.5411 2.2585 -0.6977  0.000
C: -3.5840 2.2143 0.3102  0.000
H: -1.2271 3.2265 4.0993  0.000
H: -1.9324 1.9001 6.0592  0.000
H: -2.6658 -0.4405 5.7672  0.000
H: -2.7083 -1.4524 3.5086  0.000
H: -1.9619 -0.1378 1.5568  0.000
H: -2.5674 4.8458 1.9473  0.000
H: -1.9070 7.1820 2.4351  0.000
H: 0.4852 7.8075 2.4441  0.000
H: 2.2160 6.1070 1.9592  0.000
H: 1.5447 3.7582 1.4663  0.000
H: -0.8726 3.1791 -1.4672  0.000
H: -2.5763 3.2917 -3.2556  0.000
H: -4.9209 2.6637 -2.7691  0.000
H: -5.5655 1.9790 -0.4824  0.000
H: -3.8686 1.9186 1.3126  0.000
O: -0.3079 -2.8275 0.0348  -0.002
N: 0.2027 -3.9668 0.4159  0.000
C: 0.7315 -4.7906 -0.5106  0.000
C: 1.3241 -5.9749 -0.1320  0.002
C: 1.3638 -6.3295 1.2080  0.001
C: 0.8083 -5.4694 2.1385  0.002
C: 0.2249 -4.2898 1.7238  0.003
H: 0.6909 -4.4110 -1.5198  0.000
H: 1.7681 -6.5945 -0.8981  0.000
H: 1.8446 -7.2461 1.5227  0.000
H: 0.8395 -5.6831 3.1972  0.000
H: -0.1864 -3.5405 2.3797  0.001

Result of the stability comparison: run w is the most stable of them.

Run w
Molecular formula: F3NO2S
Method: DFT, the ωB97M-V functional and the def2-TZVPD basis

Results
**SMILES**: O=S(=O)(F)N(F)F
**HOMO-LUMO gap**: 12.39 eV
**HOMO level**: -12.2 eV
**LUMO level**: 0.24 eV

Each line ends with the Löwdin charge.
Geometry (Å):
O: 0.7205 1.6706 0.4948  -0.169
S: 0.5310 0.3305 0.4101  0.726
O: 1.5849 -0.5704 -0.0557  -0.235
F: -0.1916 -0.2311 1.8012  -0.177
N: -0.9302 0.0166 -0.5530  -0.141
F: -0.3054 0.0353 -1.7565  -0.014
F: -1.4093 -1.2516 -0.3409  0.010

Run x
Molecular formula: F3NO2S
Method: DFT, the ωB97M-V functional and the def2-TZVPD basis

Results
**HOMO-LUMO gap (alpha / beta)**: 9.65 / 8.59 eV
**HOMO level (alpha / beta)**: -11.3 / -11.8 eV
**LUMO level (alpha / beta)**: -1.61 / -3.19 eV

Each line ends with the Löwdin charge.
Geometry (Å):
N: -1.3886 -0.9771 0.1745  0.067
O: 1.5596 1.1620 0.8961  -0.289
O: 0.5839 1.1187 -1.4242  -0.277
F: -1.7069 -0.8818 1.5134  -0.034
F: -2.1468 -0.1354 -0.5262  -0.008
F: 2.3344 -0.5488 -0.7360  -0.260
S: 1.0813 0.4864 -0.2858  0.800

Result of the stability comparison: run w is the most stable of them.

Run w
Molecular formula: C6H9NO2S
Method: DFT, the ωB97M-V functional and the def2-TZVPD basis

Results
**HOMO-LUMO gap (alpha / beta)**: 6.68 / 7.90 eV
**HOMO level (alpha / beta)**: -8.3 / -9.0 eV
**LUMO level (alpha / beta)**: -1.58 / -1.11 eV

Each line ends with the Löwdin charge.
Geometry (Å):
C: -0.5783 1.0272 -0.1180  -0.252
C: 0.9614 -2.4460 -0.1177  -0.527
C: 0.3374 -3.2291 -1.0300  -0.226
C: -0.9918 0.2992 -1.3348  -0.121
C: -1.3588 1.8116 0.5955  -0.013
C: 2.4775 -1.0237 1.0273  -0.123
N: 1.8641 -1.5345 -0.1933  0.003
O: -0.3828 -4.0101 -1.4960  0.192
O: 0.9903 -3.4440 2.4398  -0.555
S: 0.1215 -3.4009 1.2501  0.999
H: -1.0504 -0.7893 -1.1610  0.056
H: -0.2285 0.1987 -2.1746  0.109
H: -1.9276 0.5873 -1.5751  0.025
H: -2.5037 1.9418 0.3572  0.104
H: -1.0471 2.3654 1.4022  0.012
H: 0.5086 0.8023 0.0757  0.085
H: 3.5519 -0.8238 0.7942  0.085
H: 2.1190 0.0140 1.3317  0.088
H: 2.2796 -1.7317 1.8703  0.061

Run x
Molecular formula: C6H9NO2S
Method: DFT, the ωB97M-V functional and the def2-TZVPD basis

Results
**HOMO-LUMO gap (alpha / beta)**: 7.82 / 8.20 eV
**HOMO level (alpha / beta)**: -9.2 / -9.1 eV
**LUMO level (alpha / beta)**: -1.40 / -0.90 eV

Each line ends with the Löwdin charge.
Geometry (Å):
C: 2.0467 1.0445 -0.2996  -0.426
C: -0.4345 -0.5235 -1.1855  0.063
C: -1.6553 0.0014 -1.4959  -0.230
C: 1.9838 -0.3480 -0.3775  -0.171
C: -1.9357 1.3630 -1.9510  -0.117
C: -0.1927 -0.4932 1.7939  -0.113
N: 2.1490 2.2107 -0.3695  0.135
O: 2.5272 -0.3334 2.1062  -0.211
O: 1.5395 -2.3636 1.2936  -0.306
S: 1.4274 -0.9720 1.0967  0.701
H: 2.9223 -1.1041 2.6379  0.140
H: -0.3982 -1.6361 -1.1230  0.057
H: -2.4312 -0.7288 -1.7027  0.100
H: -2.7169 1.8310 -1.3150  0.092
H: -2.2469 1.3695 -2.9603  0.067
H: -1.1549 2.0329 -1.9141  0.046
H: -0.2382 -0.9374 2.7438  0.048
H: -0.3107 0.6064 1.8320  0.097
H: -0.8805 -1.0191 1.1899  0.028

Result of the stability comparison: run w is the most stable of them.

Run w
Molecular formula: HNO3S
Method: DFT, the ωB97M-V functional and the def2-TZVPD basis

Results
**HOMO-LUMO gap**: 10.13 eV
**HOMO level**: -10.1 eV
**LUMO level**: -0.01 eV

Each line ends with the Löwdin charge.
Geometry (Å):
N: 0.3205 -1.7038 2.0956  -0.738
O: 0.0094 -2.5244 1.3112  0.073
O: 0.6909 -1.7956 3.2397  -0.015
O: 0.0617 -0.4591 0.0574  -0.412
S: 0.4097 -0.0653 1.6132  1.048
H: -0.6011 -0.0914 -0.4950  0.044

Run x
Molecular formula: HNO3S
Method: DFT, the ωB97M-V functional and the def2-TZVPD basis

Results
**HOMO-LUMO gap (alpha / beta)**: 8.14 / 8.83 eV
**HOMO level (alpha / beta)**: -9.4 / -9.4 eV
**LUMO level (alpha / beta)**: -1.22 / -0.52 eV

Each line ends with the Löwdin charge.
Geometry (Å):
N: -1.2583 -0.4753 0.0250  -0.276
O: -2.2702 -0.2779 0.5836  0.144
O: -0.7522 -1.0708 -0.8736  0.051
O: 0.3790 1.0091 0.4743  -0.653
S: 1.4348 0.7365 -0.5057  0.794
H: 2.4670 0.0784 0.2964  -0.059

Result of the stability comparison: run w is the most stable of them.